Entry 1:
Density functional theory data (wB97M-V/def2-TZVPD) for C4H3CuO2 as an isolated structure at a distorted geometry.

Element x y z (Å)
Cu 1.896 0.698 0.472
O 1.330 -1.552 -0.600
O 0.211 1.477 0.277
C -1.166 1.320 0.196
C -1.653 0.060 0.148
C -0.884 -1.163 0.468
C 0.252 -1.450 -0.130
H -0.301 2.042 -0.689
H -2.708 -0.086 -0.088
H -1.227 -1.884 1.213

Properties
E: -1944.8650 Eh
Total charge: 0
LUMO energy (spin up / spin down): 0.1 / -2.5 eV
2S+1: 3

---

Entry 2:
Density functional theory data (wB97M-V/def2-TZVPD) for an isolated ion of composition C3H6ClN3 and charge +2 at a distorted geometry.

Element x y z (Å)
Cl -3.111 0.149 0.079
N -0.494 1.211 -0.352
N 1.296 -0.283 -0.047
N -0.837 -1.215 0.019
C 0.520 -1.299 -0.120
C -1.518 -0.056 0.007
C 0.827 1.082 0.192
H 0.909 1.300 1.273
H 1.476 1.792 -0.348
H -1.369 -2.093 0.046
H -0.941 2.119 -0.321
H 2.310 -0.410 -0.140
H 0.931 -2.297 -0.287

Properties
E: -741.6343 Eh
Total charge: +2
SMILES: ClC1=[NH+]CNC=[NH+]1
LUMO energy: -11.2 eV

---

Entry 3:
Density functional theory data (wB97M-V/def2-TZVPD) for an isolated ion of composition C3H6IO3S and charge -1 at a distorted geometry.

Element x y z (Å)
I -3.437 0.009 0.048
S 2.027 0.443 0.029
O 2.558 -0.861 0.596
O 2.094 0.648 -1.409
O 2.548 1.632 0.767
C -0.211 0.322 0.025
C -0.219 -0.954 -0.742
C -1.447 0.364 1.003
H 0.176 -0.671 -1.693
H -1.256 -1.414 -0.805
H -1.446 1.426 1.302
H -0.373 1.131 -0.650
H 0.509 -1.713 -0.416
H -1.524 -0.362 1.944

Properties
E: -1039.5157 Eh
Total charge: -1
SMILES: C[C@@H](CI)S(=O)(=O)[O-]
LUMO energy: 2.5 eV

---

Entry 4:
Density functional theory data (wB97M-V/def2-TZVPD) for one molecule with the formula C2HF4IO at a distorted geometry.

Element x y z (Å)
I -3.473 0.746 0.459
F -1.019 1.150 -1.004
F -1.274 1.032 2.476
F -1.574 2.888 1.323
F 0.676 1.951 0.160
O 0.003 -0.189 0.463
C -1.452 1.492 1.262
C -0.391 1.041 0.216
H 0.461 -0.526 -0.295

Properties
E: -849.1995 Eh
Total charge: 0
SMILES: OC(F)(F)C(F)(F)I
LUMO energy: -0.5 eV

---

Entry 5:
Density functional theory data (wB97M-V/def2-TZVPD) for C25H45N2P3PtSe2 as an isolated structure at a distorted geometry.

Element x y z (Å)
Pt 0.892 0.635 -0.388
Se -0.995 -0.479 -1.938
Se -3.839 2.266 -0.348
P -0.128 -0.518 1.513
P 1.460 2.374 1.053
P 2.809 -0.840 -0.310
N -0.645 -3.372 -1.986
N -2.634 -2.797 -1.326
C 3.202 -1.689 1.226
C -1.434 -2.283 -1.739
C -1.304 -4.559 -1.653
C -2.662 3.773 -0.579
C -1.749 5.951 -0.049
C -2.995 -6.403 -0.439
C -0.302 -2.375 1.454
C 4.405 -0.063 -0.786
C -0.814 5.838 -1.085
C 0.576 -0.432 3.235
C -2.565 -4.194 -1.226
C -2.692 4.950 0.185
C -3.447 -5.091 -0.637
C -1.693 -6.772 -0.837
C 1.955 1.040 -2.088
C 0.085 3.005 2.073
C -1.867 -0.057 1.844
C 2.075 3.834 0.180
C -3.785 -2.054 -0.855
C -1.738 3.662 -1.623
C -0.811 4.670 -1.852
C 2.517 -2.146 -1.520
C -0.827 -5.857 -1.457
C 1.002 2.142 -2.041
C 2.784 1.967 2.259
H -0.109 6.628 -1.336
H 0.307 -3.303 -2.315
H -3.438 5.070 0.970
H -3.642 -7.135 0.044
H 4.582 0.837 -0.176
H -4.438 -4.731 -0.365
H 0.076 2.123 -2.612
H 1.315 4.187 -0.523
H 0.380 3.922 2.600
H -0.777 3.237 1.438
H -0.080 4.514 -2.634
H 2.058 0.267 -2.873
H 0.178 -6.097 -1.802
H 4.396 0.219 -1.849
H -3.855 -2.091 0.238
H 2.906 1.399 -1.704
H 2.977 3.586 -0.388
H 3.067 2.877 2.811
H 1.851 -2.906 -1.100
H -3.713 -1.011 -1.166
H 1.617 -0.787 3.241
H 4.113 -2.277 1.070
H 0.506 0.580 3.651
H -1.920 0.984 2.176
H -0.026 -1.110 3.862
H -3.957 2.402 1.118
H 3.398 -0.973 2.028
H 0.435 -2.855 0.793
H 3.667 1.573 1.738
H -0.226 2.276 2.828
H 2.052 -1.751 -2.426
H -1.387 -7.814 -0.705
H -4.689 -2.510 -1.267
H -1.317 -2.646 1.121
H 5.214 -0.788 -0.626
H -1.767 6.857 0.550
H 2.308 4.643 0.880
H 2.396 -2.358 1.531
H -1.751 2.739 -2.207
H 3.460 -2.631 -1.793
H -0.164 -2.792 2.468
H -2.467 -0.166 0.932
H 2.438 1.221 2.984
H 1.464 3.167 -2.100
H -2.274 -0.701 2.640

Properties
E: -7033.8075 Eh
Total charge: +4
LUMO energy (spin up / spin down): -10.5 / -14.7 eV
2S+1: 5

---

Entry 6:
Density functional theory data (wB97M-V/def2-TZVPD) for one molecule with the formula C3H5O3P at a distorted geometry.

Element x y z (Å)
P -1.340 0.549 0.450
O -2.574 1.251 0.204
O 1.619 -0.767 0.337
O -0.940 -0.514 -0.789
C -0.188 -1.548 -0.993
C 0.125 1.669 0.734
C 1.133 -1.535 -0.455
H 1.782 -2.337 -0.795
H -0.666 -2.430 -1.252
H -0.533 2.501 1.186
H 0.630 1.874 -0.138
H 0.952 1.287 1.511

Properties
E: -684.3006 Eh
Total charge: 0
LUMO energy (spin up / spin down): -1.3 / -1.3 eV

---

Entry 7:
Density functional theory data (wB97M-V/def2-TZVPD) for C22H47NO2OsP2 as an isolated structure at a distorted geometry.

Element x y z (Å)
Os -0.070 -0.161 -0.247
P -0.085 -2.375 0.537
P 0.002 2.145 -0.810
O 2.937 -0.407 -0.806
O -2.991 0.333 0.664
N 0.461 0.459 1.648
C -1.153 -2.452 -1.957
C 1.411 -3.163 1.309
C 2.162 3.199 0.678
C 1.810 -2.532 2.639
C 1.124 -3.551 -1.706
C -1.894 0.131 0.295
C 0.742 1.480 -3.394
C 1.737 4.324 -1.512
C -1.503 -3.153 1.499
C -1.020 3.623 1.345
C -1.763 1.608 -2.915
C -1.292 3.294 -0.120
C 1.650 3.002 -0.745
C 1.783 -0.329 -0.616
C -1.662 -2.565 2.904
C -0.248 -3.315 -1.078
C 0.970 1.001 4.140
C 1.294 -4.683 1.468
C -1.557 4.573 -0.921
C 0.696 0.702 2.763
C -2.847 -3.126 0.765
C -0.373 2.196 -2.640
H -0.712 2.753 1.937
H 1.131 -2.814 3.451
H 0.664 -4.957 2.325
H -0.293 -0.605 -3.501
H 0.917 0.497 -2.930
H -2.815 -3.633 -0.204
H 2.030 0.837 4.371
H -1.780 4.371 -1.973
H 0.211 -1.183 -3.537
H 3.232 3.440 0.627
H -0.268 4.409 1.461
H 1.251 5.151 -0.977
H -2.220 2.700 -0.140
H 1.794 -2.685 -1.612
H 2.050 2.318 1.315
H -1.970 1.618 -3.996
H -2.449 5.041 -0.480
H -2.558 2.177 -2.412
H 1.713 1.987 -3.352
H -0.805 -2.775 3.555
H -1.186 -4.206 1.590
H 2.345 2.296 -1.232
H 1.683 4.042 1.182
H -2.210 -2.444 -1.659
H 2.808 4.561 -1.591
H -3.590 -3.650 1.383
H 0.368 0.385 4.826
H -0.365 3.261 -2.914
H 1.638 -4.404 -1.260
H -0.790 -1.386 -1.851
H 2.804 -2.915 2.911
H 1.035 -3.746 -2.779
H -1.836 0.564 -2.571
H 1.340 4.254 -2.529
H 0.758 2.056 4.362
H -2.549 -3.015 3.377
H 2.308 -5.055 1.675
H -1.947 4.009 1.789
H -0.727 5.287 -0.848
H -0.724 -4.265 -0.781
H 0.926 -5.192 0.572
H 1.861 -1.441 2.602
H -1.826 -1.478 2.863
H 0.448 1.334 -4.442
H -3.200 -2.096 0.625
H -1.044 -2.708 -3.013
H 2.227 -2.954 0.598

Properties
E: -1843.2318 Eh
Total charge: +4
LUMO energy (spin up / spin down): -12.8 / -18.0 eV
2S+1: 5

---

Entry 8:
Density functional theory data (wB97M-V/def2-TZVPD) for C42H44BeP2 as an isolated structure at a distorted geometry.

Element x y z (Å)
P -1.234 -0.712 2.451
P -1.763 0.733 -0.673
C 2.464 -2.944 -1.552
C 1.938 1.300 -3.986
C 0.137 3.844 1.248
C 4.266 1.501 -3.378
C 1.407 -2.256 -0.696
C 1.325 3.278 0.745
C -3.557 -0.260 3.747
C 2.751 -1.728 3.253
C -2.337 1.437 -2.294
C -2.220 -1.331 1.078
C -2.003 -1.564 5.048
C -1.030 -2.387 -3.107
C -3.425 0.813 -2.947
C 1.591 -0.973 3.011
C 2.779 0.338 -1.868
C -4.543 -0.471 4.695
C 1.499 -3.747 2.999
C 2.523 3.674 1.408
C -0.585 -3.381 -1.974
C 2.525 4.561 2.483
C 0.097 4.706 2.339
C 1.781 0.477 -2.856
C 1.313 2.363 -0.382
C -1.865 2.617 -2.900
C 2.701 -3.112 3.278
C -3.017 -1.786 5.985
C 1.351 -1.660 -3.391
C -2.518 3.214 -3.961
C 3.183 1.854 -4.180
C -0.703 0.989 2.269
C 0.333 -3.039 2.764
C -2.529 -0.805 -0.183
C 0.119 -2.636 -0.844
C 4.065 0.719 -2.232
C -2.303 -0.841 3.897
C -4.296 -1.242 5.834
C 2.054 -2.964 -3.056
C 0.001 -1.303 -3.251
C 1.303 5.073 3.001
C -4.100 1.462 -3.998
C -3.682 2.685 -4.499
C 0.358 -1.641 2.759
Be 0.763 0.175 -1.416
H -4.965 0.949 -4.383
H -4.247 3.152 -5.314
H 3.580 -3.684 3.544
H -1.009 -1.963 5.193
H -0.347 -0.258 -3.341
H -1.475 -3.880 -1.524
H 4.925 0.363 -1.608
H 0.198 1.144 1.670
H -0.774 3.747 0.674
H 3.465 3.411 0.984
H -0.602 -3.595 2.604
H 1.495 -3.888 -3.357
H -5.507 -0.006 4.542
H 2.540 -0.019 -0.810
H -0.963 3.125 -2.531
H 2.575 -3.995 -1.230
H -5.066 -1.363 6.612
H 3.492 -2.551 -1.401
H -2.594 -2.328 1.414
H -3.258 -1.335 -0.860
H 3.699 -1.261 3.447
H -1.059 -2.935 -4.061
H -1.484 1.660 1.845
H -3.747 0.322 2.846
H -2.183 4.147 -4.402
H 3.344 2.572 -5.009
H -0.604 -2.530 -0.039
H 2.267 2.356 -0.925
H 1.638 0.106 3.050
H 2.965 -2.994 -3.700
H -0.849 5.151 2.685
H 3.447 4.938 2.929
H 1.995 -1.212 -4.178
H -2.798 -2.380 6.860
H 1.701 -1.598 0.137
H 1.450 -4.817 3.022
H -2.058 -2.025 -2.928
H 5.236 1.903 -3.649
H 0.449 2.452 -1.064
H 1.294 5.633 3.977
H -0.407 1.391 3.239
H 1.061 1.422 -4.617
H 0.012 -4.217 -2.428
H -3.747 -0.144 -2.582

Properties
E: -2323.9268 Eh
Total charge: 0
LUMO energy: -0.1 eV